Record 1
Molecular formula: C4H9NO
Method: DFT, ωB97M-V with the def2-TZVPD basis set

Structure (XYZ):
```
15
C4H9NO (ωB97M-V with the def2-TZVPD basis set)
C 2.17 -0.41 1.06
C 1.77 -1.58 -0.91
N 1.71 -0.46 -0.34
H 1.46 -0.89 1.72
H 2.27 0.65 1.31
H 3.17 -0.84 1.12
H 1.55 -1.60 -1.98
H 1.86 -2.57 -0.44
O -2.31 -0.34 0.93
C -1.93 0.69 0.46
C -2.57 1.42 -0.69
H -1.05 1.25 0.84
H -3.56 1.04 -0.92
H -1.97 1.16 -1.57
H -2.57 2.49 -0.59
```

For the HOMO-LUMO gap, the calculation gives 10.747 eV. The LUMO energy comes out at 1.073 eV. The relative energy (zero: lowest compared OMol25 entry of this formula, charge and spin) is 235.6 kJ/mol. The spin multiplicity is 1. The HOMO energy is -9.67 eV.

---

Record 2
Molecular formula: C24H43CeCl2N4O4Si
Method: DFT, ωB97M-V with the def2-TZVPD basis set

Structure (XYZ):
```
79
C24H43CeCl2N4O4Si (ωB97M-V with the def2-TZVPD basis set)
C -1.57 -0.40 -4.38
C -1.12 -1.65 -3.71
H -0.86 -0.10 -5.15
H -1.69 0.42 -3.67
H -2.55 -0.59 -4.85
C -0.49 -2.65 -4.35
C -0.12 -2.63 -5.80
H -0.28 -3.60 -3.85
H 0.06 -1.61 -6.19
H -0.89 -3.10 -6.45
H 0.80 -3.22 -5.93
Ce -0.36 0.87 -0.19
Cl -2.65 2.02 -0.73
C -0.40 -2.15 1.68
O 0.40 -1.33 1.15
N -0.04 -3.25 2.34
C 1.37 -3.50 2.62
C -1.00 -4.23 2.88
H -1.48 -2.00 1.66
H 1.93 -2.59 2.41
H 1.73 -4.34 2.00
H 1.46 -3.80 3.67
H -2.03 -3.91 2.64
H -0.88 -4.30 3.98
H -0.82 -5.24 2.46
H 0.88 3.37 5.06
H -0.93 4.80 4.60
C 1.31 3.45 4.05
C -0.60 4.93 3.55
N 0.23 3.79 3.13
H 1.77 2.50 3.76
C -0.05 3.11 2.04
O 0.67 2.18 1.54
H -1.48 5.04 2.91
H -0.99 3.38 1.52
H 2.05 4.25 4.08
H -0.03 5.87 3.54
H 1.06 -0.04 -3.95
H 2.33 -2.94 -3.72
C 2.16 -0.02 -3.79
C 3.12 -2.26 -3.37
N 2.55 -1.04 -2.83
H 2.46 0.98 -3.45
C 2.35 -0.80 -1.52
O 1.79 0.24 -1.10
H 3.72 -2.76 -2.61
H 2.72 -1.57 -0.84
H 2.64 -0.24 -4.76
H 3.74 -2.02 -4.24
O -0.74 -0.63 -1.64
C -1.40 -1.69 -2.23
C 0.19 -3.49 -1.37
C -1.10 -3.00 -1.53
H 1.03 -2.84 -1.67
C 0.40 -4.78 -0.86
H -2.48 -1.54 -2.12
C -2.17 -3.72 -1.01
H 1.42 -5.17 -0.80
C -0.69 -5.56 -0.47
C -1.98 -5.02 -0.51
H -3.18 -3.27 -1.06
H -0.52 -6.57 -0.07
H -2.85 -5.61 -0.17
Si -0.15 4.88 -2.42
Cl -0.02 2.59 -2.64
C 1.59 5.34 -1.94
C -1.59 5.27 -1.34
C -0.60 6.04 -3.87
H 2.17 4.51 -1.50
H 1.63 6.18 -1.23
H 2.14 5.68 -2.84
H 0.15 6.05 -4.68
H -0.63 7.06 -3.44
H -1.60 5.83 -4.26
H -1.67 4.65 -0.44
H -2.53 5.15 -1.91
H -1.54 6.32 -1.02
N -3.06 -0.06 2.40
C -2.20 0.13 1.60
```

As for the expectation value of S²: 0.751. For the HOMO-LUMO gap (spin up / spin down), the calculation gives 7.374 / 8.222 eV. The LUMO energy (spin up / spin down) comes out at 0.289 / 0.288 eV. The relative energy (zero: lowest compared OMol25 entry of this formula, charge and spin) is 0.0 kJ/mol. The spin multiplicity is 2. The HOMO energy (spin up / spin down) is -7.09 / -7.93 eV.

---

Record 3
Molecular formula: C6H8N2P
Method: DFT, ωB97M-V with the def2-TZVPD basis set

Structure (XYZ):
```
17
C6H8N2P (ωB97M-V with the def2-TZVPD basis set)
C -2.52 -0.86 -0.02
C -2.62 0.42 0.29
C -1.44 -1.51 -0.67
C -1.70 1.40 -0.03
C -1.05 2.35 -0.27
C 2.64 0.12 0.68
N -0.40 -1.01 -1.13
N 2.04 0.29 -0.64
P 0.67 0.25 -1.30
H -3.21 -1.51 0.52
H -3.55 0.70 0.74
H -1.68 -2.62 -0.81
H -0.30 3.05 -0.65
H 3.67 0.16 0.53
H 2.39 -0.98 0.74
H 2.18 0.78 1.36
H 0.94 0.32 -2.58
```

For the HOMO-LUMO gap, the calculation gives 8.509 eV. The LUMO energy comes out at -5.618 eV. The relative energy (zero: lowest compared OMol25 entry of this formula, charge and spin) is 437.3 kJ/mol. The spin multiplicity is 1. The HOMO energy is -14.13 eV. As for the total charge: +1.

---

Record 4
Molecular formula: C2H2F2LiNaO
Method: DFT, ωB97M-V with the def2-TZVPD basis set

Structure (XYZ):
```
9
C2H2F2LiNaO (ωB97M-V with the def2-TZVPD basis set)
F 4.22 0.16 0.17
O 0.14 0.66 0.19
Li 0.23 2.58 0.67
Na 2.38 -0.58 0.35
C -1.05 0.27 -0.09
C -1.17 -1.11 -0.30
H -1.05 -1.47 0.79
F -1.73 1.06 -0.90
H -1.98 -1.56 -0.87
```

As for the expectation value of S²: 0.760. For the HOMO-LUMO gap (spin up / spin down), the calculation gives 6.099 / 4.016 eV. The LUMO energy (spin up / spin down) comes out at -5.814 / -7.897 eV. The relative energy (zero: lowest compared OMol25 entry of this formula, charge and spin) is 206.2 kJ/mol. The spin multiplicity is 2. The HOMO energy (spin up / spin down) is -11.91 / -11.91 eV. As for the total charge: +1.

---

Among the records above, which one has the highest relative energy (zero: lowest compared OMol25 entry of this formula, charge and spin)?
C6H8N2P